Entry 1:
One molecule with the formula C7H9Cl. Source: the Open Molecules 2025 dataset; level of theory: wB97M-V/def2-TZVPD.

ORCA input file:
```
! wB97M-V def2-TZVPD RIJCOSX def2/J DEFGRID3
* xyz 0 1
C -2.148 -1.233 -0.108
C -1.620 0.198 -0.398
C -0.130 0.302 -0.077
C 0.681 -0.648 0.404
C 2.109 -0.069 0.497
Cl 3.368 -0.908 -0.444
C 1.964 1.349 0.050
C 0.671 1.566 -0.250
H -1.493 -2.008 -0.584
H -3.212 -1.360 -0.561
H -2.121 -1.407 1.038
H -1.799 0.455 -1.440
H -2.158 0.905 0.170
H 0.389 -1.646 0.706
H 2.478 -0.082 1.513
H 2.784 2.065 0.037
H 0.235 2.523 -0.551
*
```

E_HOMO ... -8.8336 eV
Kohn-Sham gap ... 9.56 eV
SMILES ... CCC1=C[C@@H](Cl)C=C1
LUMO level ... 0.7 eV

Entry 2:
C12H38Ba3F3NO10 as an isolated structure. Source: the Open Molecules 2025 dataset; level of theory: wB97M-V/def2-TZVPD.

ORCA input file:
```
! wB97M-V def2-TZVPD RIJCOSX def2/J DEFGRID3
* xyz 4 1
N 1.170 -1.518 -1.195
H 1.078 -0.866 -1.978
H 1.598 -0.981 -0.419
H 1.769 -2.333 -1.354
H 0.204 -1.724 -0.862
Ba 1.977 2.587 -2.429
Ba -1.743 1.170 -3.246
Ba -1.136 5.085 -2.380
C 4.188 0.366 -1.026
O 3.716 -0.007 -2.331
O 3.247 1.205 -0.500
C 4.526 -0.837 -0.154
F 4.974 -0.426 1.018
F 3.444 -1.630 0.033
F 5.481 -1.566 -0.716
C 4.711 -0.407 -3.299
C 3.990 -0.864 -4.531
H 3.109 -1.485 -4.327
H 3.604 -0.035 -5.141
H 4.643 -1.470 -5.157
H 5.345 -1.199 -2.917
H 5.344 0.432 -3.603
H 5.093 0.982 -1.138
O -1.618 -0.372 -0.950
C -1.482 0.507 0.140
C -0.427 1.570 0.084
O -0.507 2.565 -1.022
H -1.447 -0.018 1.106
H -2.468 1.006 0.284
H 0.594 1.169 -0.024
H -0.435 2.195 0.982
C 0.030 -2.911 2.710
O 1.176 -3.178 3.477
H 0.028 -3.576 1.839
H -0.901 -3.017 3.279
H 0.033 -1.855 2.404
H 1.379 -4.115 3.411
C -1.249 5.368 1.500
O -1.892 4.672 0.377
H -0.169 5.187 1.487
H -1.404 6.441 1.434
H -1.636 4.997 2.445
H -1.460 3.815 0.237
C -3.027 -4.018 -0.063
O -2.993 -2.937 -0.998
H -2.238 -3.973 0.682
H -4.042 -4.105 0.329
H -2.928 -4.965 -0.605
H -2.349 -2.271 -0.748
C 2.738 1.485 3.192
O 2.767 2.572 2.233
H 3.766 1.283 3.485
H 2.179 1.788 4.072
H 2.263 0.602 2.759
H 2.701 2.181 1.362
C -5.337 1.215 -1.425
O -4.158 0.588 -2.027
H -6.149 1.221 -2.143
H -5.600 0.692 -0.511
H -5.099 2.246 -1.145
H -3.682 0.103 -1.327
C -3.961 -1.180 2.466
O -4.633 -2.156 3.247
H -2.910 -1.471 2.357
H -4.427 -1.004 1.490
H -4.032 -0.239 3.025
H -5.324 -2.591 2.741
*
```

E_HOMO ... -17.4374 eV
Kohn-Sham gap ... 2.15 eV
LUMO level ... -15.3 eV

Entry 3:
C30H47BrN4OP2Sn as an isolated structure. Source: the Open Molecules 2025 dataset; level of theory: wB97M-V/def2-TZVPD.

ORCA input file:
```
! wB97M-V def2-TZVPD RIJCOSX def2/J DEFGRID3
* xyz 4 1
N -6.527 4.764 -4.874
C -6.281 5.272 -3.684
C -5.300 4.740 -2.853
C -4.625 3.558 -3.242
C -4.914 3.059 -4.522
C -5.852 3.727 -5.329
C -3.638 2.876 -2.363
Sn 0.076 -0.286 0.386
P 4.687 -1.029 0.124
C -2.852 1.762 -2.543
C -1.698 1.599 -1.709
C -0.446 1.319 -2.248
C 0.705 1.914 -1.710
C 0.569 2.880 -0.748
C -0.527 2.739 0.104
C -1.678 2.075 -0.374
Br 1.971 4.186 -0.827
H -3.431 3.406 -1.431
H -3.026 1.140 -3.414
H -5.116 5.231 -1.917
H -4.439 2.140 -4.841
H -6.904 6.107 -3.389
H -6.017 3.334 -6.327
H -0.375 0.878 -3.227
H -2.616 2.033 0.129
H 1.709 1.748 -2.137
H -0.599 3.208 1.096
P -0.480 -2.720 -0.026
C 4.722 0.755 0.274
C 6.064 1.443 -0.082
H 4.436 1.005 1.290
H 3.981 1.074 -0.473
H 6.024 2.497 0.213
H 6.937 1.009 0.420
H 6.307 1.462 -1.152
C 4.392 -1.403 -1.593
C 5.497 -2.362 -2.089
H 4.474 -0.456 -2.162
H 3.391 -1.846 -1.672
H 5.409 -2.583 -3.154
H 6.496 -1.932 -1.950
H 5.499 -3.326 -1.571
C 4.097 -2.115 1.460
C 5.159 -2.214 2.558
H 3.963 -3.121 1.040
H 3.141 -1.743 1.841
H 4.916 -2.888 3.392
H 6.090 -2.613 2.135
H 5.438 -1.256 3.013
C -0.469 -3.816 1.408
C -1.589 -4.850 1.551
H -0.461 -3.141 2.276
H 0.504 -4.332 1.403
H -2.486 -4.424 2.020
H -1.877 -5.293 0.590
H -1.244 -5.662 2.205
C 0.673 -3.279 -1.317
C 0.310 -2.839 -2.727
H 0.705 -4.371 -1.238
H 1.675 -2.918 -1.045
H -0.657 -3.239 -3.045
H 0.257 -1.752 -2.849
H 1.058 -3.198 -3.437
C -2.118 -2.540 -0.782
C -3.235 -2.081 0.134
H -2.328 -3.514 -1.231
H -2.000 -1.816 -1.594
H -3.645 -1.123 -0.197
H -4.063 -2.796 0.112
H -2.946 -1.937 1.176
C -2.322 -0.821 4.995
N -1.549 0.299 4.422
C -1.321 1.385 5.230
C -0.590 2.409 4.715
C 0.045 2.187 3.468
N -0.074 1.083 2.728
C -0.957 0.191 3.189
O -1.241 -0.787 2.421
N 0.734 3.219 2.972
H -2.311 -1.652 4.282
H -3.358 -0.499 5.187
H -1.852 -1.120 5.953
H -1.771 1.365 6.224
H -0.435 3.356 5.239
H 0.759 4.068 3.524
H 1.376 3.191 2.196
*
```

E_HOMO (alpha / beta) ... -18.3126 / -18.3005 eV
Kohn-Sham gap (alpha / beta) ... 6.80 / 5.09 eV
LUMO level (alpha / beta) ... -11.5 / -13.2 eV

Entry 4:
C6H7NS as an isolated structure. Source: the Open Molecules 2025 dataset; level of theory: wB97M-V/def2-TZVPD.

ORCA input file:
```
! wB97M-V def2-TZVPD RIJCOSX def2/J DEFGRID3
* xyz 0 3
C -3.155 1.168 0.117
C -1.406 -0.115 -0.189
C -2.227 -1.122 0.064
C 0.575 1.190 0.048
C 0.152 -0.090 -0.496
C 0.845 -1.413 -0.002
N -1.884 1.204 -0.191
S -3.764 -0.412 0.282
H -3.950 1.839 0.164
H 0.544 1.959 -0.634
H 0.676 1.420 1.038
H 0.194 -0.156 -1.619
H 1.072 -1.967 -0.892
H 0.138 -2.016 0.570
H 1.866 -1.272 0.409
*
```

E_HOMO (alpha / beta) ... -7.5841 / -9.4368 eV
Kohn-Sham gap (alpha / beta) ... 8.36 / 7.25 eV
Expectation value of S² ... 2.013
LUMO level (alpha / beta) ... 0.8 / -2.2 eV

Entry 5:
C5H8N as an isolated structure. Source: the Open Molecules 2025 dataset; level of theory: wB97M-V/def2-TZVPD.

ORCA input file:
```
! wB97M-V def2-TZVPD RIJCOSX def2/J DEFGRID3
* xyz 1 1
C 2.062 -0.504 0.588
C -1.516 -0.619 -0.707
C -0.019 0.768 0.901
C -1.053 0.739 -0.212
C -0.337 -0.106 -1.254
N 0.857 -0.237 0.301
H 2.654 -1.319 -0.033
H 2.513 -0.132 1.480
H -1.697 -1.480 0.017
H -2.319 -0.749 -1.491
H 0.357 1.728 0.969
H -0.316 0.467 1.999
H -1.581 1.696 -0.440
H 0.395 -0.251 -2.118
*
```

E_HOMO ... -15.6587 eV
Kohn-Sham gap ... 10.74 eV
LUMO level ... -4.9 eV

Entry 6:
One molecule with the formula C18H23N5OS. Source: the Open Molecules 2025 dataset; level of theory: wB97M-V/def2-TZVPD.

ORCA input file:
```
! wB97M-V def2-TZVPD RIJCOSX def2/J DEFGRID3
* xyz 0 1
N 4.047 -5.795 0.344
C 3.493 -4.796 0.460
C 2.766 -3.582 0.653
N 3.207 -2.457 0.222
N 2.344 -1.472 0.531
C 1.178 -1.790 1.224
N 0.232 -1.067 1.627
C 0.250 0.362 1.370
C -0.668 0.731 0.206
C -0.621 2.247 -0.092
C -2.067 2.644 -0.380
C -2.833 1.774 0.614
N -4.264 1.686 0.393
C -5.076 2.750 0.613
O -4.669 3.827 1.009
C -6.487 2.487 0.347
C -7.652 2.296 0.123
C -9.068 2.052 -0.146
C -9.265 0.810 -1.029
C -10.746 0.563 -1.301
C -11.535 0.435 0.000
C -11.340 1.666 0.880
C -9.862 1.919 1.163
C -2.151 0.412 0.502
S 1.226 -3.545 1.477
H 2.582 -0.544 0.230
H -0.107 0.866 2.272
H 1.255 0.763 1.174
H -0.339 0.166 -0.670
H -0.266 2.782 0.794
H 0.061 2.490 -0.907
H -2.269 3.705 -0.247
H -2.355 2.359 -1.396
H -2.683 2.192 1.615
H -4.674 0.822 0.084
H -9.455 2.922 -0.690
H -8.713 0.933 -1.962
H -8.832 -0.051 -0.510
H -11.148 1.396 -1.887
H -10.865 -0.335 -1.910
H -12.595 0.286 -0.214
H -11.193 -0.454 0.542
H -11.764 2.541 0.377
H -11.881 1.552 1.821
H -9.443 1.086 1.736
H -9.727 2.819 1.765
H -2.595 -0.142 -0.330
H -2.264 -0.199 1.398
*
```

E_HOMO ... -8.9486 eV
Kohn-Sham gap ... 8.96 eV
SMILES ... N#Cc1n[nH]/c(=N\C[C@@H]2CC[C@@H](NC(=O)C#CC3CCCCC3)C2)s1
LUMO level ... 0.0 eV

Number 1: E_tot -19926.31831 eV. Number 2: E_tot -45215.80220 eV. Number 3: E_tot -134291.34780 eV. Number 4: E_tot -18654.94203 eV. Number 5: E_tot -6793.54314 eV. Number 6: E_tot -39370.63126 eV.